ORCA calculation (wB97M-V/def2-TZVPD) on a single C2H3ClO molecule in a non-equilibrium geometry.

frontier orbital gap (spin up / spin down) = 8.424 / 8.217 eV
ΔE to the lowest compared entry with this formula, charge and spin = 97.6 kcal per mole
E_HOMO (spin up / spin down) = -7.79 / -7.59 eV
E_LUMO (spin up / spin down) = 0.6 / 0.6 eV

Geometry as ORCA input:
```
! wB97M-V def2-TZVPD RIJCOSX def2/J DEFGRID3
* xyz 0 1
C -0.54143 -0.35975 0.34810
C 1.87389 0.37113 0.18661
O 0.69118 -0.01534 0.68612
Cl 2.97120 0.43546 1.40874
H -0.78799 -0.20061 -0.61165
H -1.33608 -0.33268 1.13147
H 2.14610 0.43156 -0.84255
*
```

Here are the Löwdin charges for atoms 1 to 4, given in e: number 1, C, carries -0.014; number 2, C, carries -0.660; number 3, O, carries -0.202; number 4, Cl, carries 0.706